Record 1
10
Properties=species:S:1:pos:R:3 method="wB97M-V/def2-TZVPD" e_lumo_ev=0.72 smiles=C[C@@]1(Br)O[C@H]1Br total_charge=0 fmax_ev_per_a=2.67 e_homo_ev=-10.1 relative_energy_ev=0.819 homo_lumo_gap_ev=10.788
C 0.3599 -0.8038 0.3844
C 0.3010 0.6978 0.1104
H -0.8117 -2.8905 0.4340
C -0.8392 -1.7859 0.3195
Br -2.5064 -1.2359 -0.4340
O -0.2772 -1.2151 1.5111
H -0.3902 0.9573 -0.6045
Br 2.1528 -1.5386 0.0021
H -0.0566 1.2446 1.0702
H 1.2792 0.9859 -0.3841

=====

Record 2
48
Properties=species:S:1:pos:R:3 method="wB97M-V/def2-TZVPD" e_lumo_ev=0.45 smiles="CN1CCC(N(C(=O)c2cccs2)c2ccn(-c3ccnn3C)n2)CC1" total_charge=0 fmax_ev_per_a=4.67 e_homo_ev=-8.2 homo_lumo_gap_ev=8.676
H -2.9949 -0.5030 -2.1374
S 3.8924 -2.6751 -0.0230
H 2.9026 2.3632 0.0058
H -3.2462 0.8081 -0.9755
C 2.8394 -1.9020 -1.2558
C 5.1206 -1.2675 -1.9709
H 5.8632 -0.7139 -2.5316
H 2.4178 2.0286 4.7597
H -1.0773 -2.4987 -1.0508
H -1.3553 0.3475 0.1830
C 1.3381 -1.9398 -1.2154
C 0.8963 -1.4339 2.2915
C 4.0990 2.9690 3.7156
H 4.5364 3.5340 4.5090
N 3.7970 2.0281 1.8284
C 2.9428 2.0731 3.8410
C -1.4024 -0.3394 -0.6703
O 0.8188 -1.9568 -2.2813
H -0.7893 -0.0023 -1.5298
H 1.5350 -0.5395 4.1156
C -3.2087 -2.3029 0.3255
N 0.5115 -1.6471 -0.1501
C -0.8817 -1.7390 -0.2591
H -1.5874 -1.5524 1.6675
H 3.1313 -0.3777 -2.8149
C -5.1572 -0.9248 -0.5763
H 0.3250 -2.3599 2.6271
H 6.4038 -2.1472 -0.3724
C 1.4954 -0.5249 3.0681
N 4.5965 2.8590 2.5392
C 1.0518 -1.0083 0.9833
N -3.7064 -0.9210 -0.1683
H -3.9338 -2.7310 1.0493
H -5.5010 0.1152 -0.5491
N 1.8951 0.4825 2.2661
H 4.3532 1.4567 -0.1691
H -5.2775 -1.4075 -1.4978
H -5.6920 -1.4786 0.1424
C 3.8723 2.2461 0.3494
C 3.6016 -1.1280 -2.1590
C 5.4054 -2.0253 -0.7770
H -1.2040 -3.2080 1.2630
H -3.2039 -2.8938 -0.5662
C 2.7681 1.4755 2.6562
N 1.7225 0.1803 0.9204
C -2.8242 -0.2765 -1.0904
C -1.6836 -2.2223 0.8647
H 4.3122 3.1962 0.2878

=====

Record 3
20
Properties=species:S:1:pos:R:3 method="wB97M-V/def2-TZVPD" e_lumo_ev=0.77 smiles="C=[S@](=O)(NC)N(C)C" total_charge=0 fmax_ev_per_a=3.86 e_homo_ev=-8.4 relative_energy_ev=5.296 homo_lumo_gap_ev=9.173
O -0.3606 -0.1721 1.7280
H 2.7175 -0.7217 0.3809
H 3.3764 0.4128 1.5289
C -1.7696 -0.0717 -1.5615
N 1.5958 0.9659 0.4189
H -1.3464 2.5999 -0.0806
H 0.8862 -1.8654 -0.4986
H -0.6740 -2.1883 -1.2854
H -1.9369 1.0391 -1.6309
H 1.8752 -0.4737 1.9418
H -1.7521 -0.5984 -2.5323
H 1.8040 1.1092 -0.5707
C -1.3947 1.8113 0.6904
C 2.4646 0.0534 1.1535
S -0.2106 0.6665 0.5489
N -0.4130 -0.3107 -0.8476
H -2.5549 -0.4391 -0.9028
H -1.2981 2.1334 1.6654
H -0.7893 -2.2333 0.3465
C -0.2196 -1.7171 -0.4930

=====

Record 4
113
Properties=species:S:1:pos:R:3 method="wB97M-V/def2-TZVPD" e_lumo_ev="0.32 / -1.89" total_charge=0 fmax_ev_per_a=1.63 e_homo_ev="-5.3 / -7.3" spin_multiplicity=5 homo_lumo_gap_ev="5.569 / 5.431"
C 1.9303 0.4907 2.4659
H 0.2554 6.9658 1.9556
H 3.8854 -4.6081 3.4565
H -1.5176 -3.2295 2.5070
C 0.1302 3.8062 2.9592
C -2.0339 -2.3651 2.9371
C 2.3080 -2.1972 0.1079
H -1.5179 -0.3234 3.4500
N 0.0738 -1.1042 -1.5206
C -4.5495 1.1944 -4.3983
H 0.1397 -2.6539 0.4892
O 3.7069 -0.3901 -2.8903
H 1.8739 2.0105 3.9159
C 2.8705 -0.3333 3.1643
C 3.3239 -3.0515 -1.9796
H -4.1946 4.3154 -3.1844
H -2.2784 -2.5884 3.9761
H 0.3848 5.3648 4.3817
H -3.0712 -2.1940 -4.1489
C -2.4835 -2.9385 -4.6919
H -0.9768 -1.5698 -5.3978
H -0.4581 -3.2306 -5.3926
C 4.7699 0.7701 4.4082
O -1.3438 -0.7471 1.4230
C 0.9684 -2.9729 -0.1412
C 0.5743 2.5493 2.3397
H 0.0592 3.9583 6.4252
C -2.5324 2.1482 -3.2112
H -4.3499 0.1789 -4.0446
H 2.4445 -6.1101 -0.4992
H -2.4727 -1.7660 0.0477
C 0.8222 -4.4572 -3.3136
H -1.6483 5.7930 -2.3101
H -3.8113 -2.8485 1.7183
H -3.4695 2.9861 -4.9228
N -1.1948 1.6359 -1.3901
H -1.0874 -5.4968 -3.3179
C -0.8355 3.4582 0.9656
C -3.2463 1.9950 -4.5206
H 4.7425 -2.2669 3.3974
C -1.6190 3.6876 -0.0890
H 4.0268 -1.2670 -3.1043
H -2.0949 5.4115 -3.9721
H -2.4779 5.5738 1.8538
H 3.6873 -1.0000 5.0086
O 4.1034 -2.8634 -2.9016
C -1.1693 -1.1259 2.7890
H -2.5891 1.5144 -5.2492
O 2.2686 0.4849 -1.4730
C 3.2204 -3.7769 3.2012
C 1.2142 -4.4434 -0.0851
C 2.3131 -1.1919 1.1822
H -0.3299 -5.4459 -1.7329
C 0.8863 -2.3159 -1.5627
N 0.0025 2.3571 1.1446
H 5.5183 0.2453 3.8098
H 4.0412 -5.0551 -1.8820
H -1.8326 -0.2125 -4.1397
H -3.9339 -1.3675 2.6748
H 3.0874 -2.8847 0.3997
H -3.0684 6.5629 -3.0411
C -1.3733 -0.0330 -3.1776
C -0.7431 4.3642 2.1109
H -3.8321 4.7477 -1.5330
H 2.4956 -4.1359 2.4652
C -0.2415 3.5892 5.4413
H -1.2952 7.7493 1.6086
N 1.5928 -0.0688 1.2518
C -1.6546 1.1873 -2.6051
C -0.1298 -5.5495 -2.8001
C 1.4782 1.6971 2.9582
H 4.5774 -2.8798 1.7757
H -5.2209 1.6673 -3.6778
H 4.5787 1.7323 3.9262
C -2.6052 3.1915 -2.3343
C 2.7987 -0.4943 -1.9249
H -1.5660 5.9115 3.3060
H -2.9362 -3.0789 -5.6767
C -3.2539 -1.9880 2.0883
H 0.7636 -4.4460 -4.4003
C -3.3702 4.4730 -2.4853
H -5.0680 1.1277 -5.3590
H -0.1064 -1.2899 2.9659
C -1.7760 2.8392 -1.2269
H 5.1920 0.9586 5.3987
H 0.5178 -5.0644 0.4690
C 0.4672 -3.0744 -2.8222
C -2.4971 5.6327 -2.9804
C 2.3135 -5.0424 -0.6467
H -1.3130 3.7641 5.3212
C -1.0187 -2.4933 -4.8187
C 3.2698 -4.4226 -1.4583
H 1.6110 4.1233 4.4629
C 2.4436 -1.9205 -1.4304
H -2.1995 4.6020 -0.0822
C 4.0024 -2.5741 2.6556
C 0.5402 4.2865 4.3183
H -0.0770 2.5096 5.4142
C -0.7369 6.8136 1.5257
H -3.2258 -0.2987 0.6828
C -2.6312 -1.1723 0.9510
C -0.5632 -1.0514 -2.6821
H -2.5584 -3.8802 -4.1443
Rh 0.1730 0.6869 -0.1200
H -0.6060 6.5833 0.4653
H 2.6663 -3.4910 4.0996
C 3.1173 -1.4009 2.3430
C 3.4776 -0.0529 4.5038
H 2.7600 0.4738 5.1359
C -0.3563 -2.2659 -3.4917
H 1.8466 -4.7315 -3.0899
C -1.4637 5.6684 2.2466
H 0.2912 -6.5449 -2.9701